A molecular structure, C24H32CoN4O7P2 in a non-equilibrium geometry, computed with ωB97M-V/def2-TZVPD.

## Properties
net charge = +1

Last column: Löwdin charge in e.
CARTESIAN COORDINATES (ANGSTROEM)
Co1 -0.20546 0.00936 0.56181  0.6533
O1 -0.14586 -2.47584 3.88552  -0.0839
P1 0.24974 -1.00273 3.44328  0.2714
O2 1.35262 -0.41459 4.19915  -0.2358
O3 0.36877 -1.08446 1.90536  -0.3230
O4 -1.16787 -0.20801 3.65322  -0.2149
P2 -1.66696 0.77579 2.49440  0.2495
O5 -2.87395 1.51860 3.16563  -0.0407
O6 -0.57148 1.67900 2.02211  -0.2113
O7 -2.08318 -0.06456 1.28280  -0.2848
H1 0.28407 -2.71049 4.72095  0.0990
H2 -3.50669 0.94295 3.61931  0.1144
C1 -2.96619 2.37881 -0.65252  -0.0051
C2 -1.65864 3.03011 -1.02591  -0.1958
C3 -1.56599 4.40909 -1.15097  -0.0233
C4 -0.40195 5.01362 -1.60229  -0.0525
C5 0.67148 4.23372 -1.98654  -0.0401
C6 0.62736 2.84739 -1.87270  -0.2258
C7 1.79955 2.03282 -2.37463  -0.0256
C8 -0.52853 2.27193 -1.34030  -0.1943
N1 -0.56322 0.83920 -1.13628  0.0918
C9 -0.92417 0.06698 -2.05785  -0.2142
C10 -1.28590 0.50303 -3.43186  0.0327
C11 -0.88511 -1.38379 -1.69277  -0.2015
C12 -1.23707 -2.43747 -2.68354  0.0346
N2 -0.55746 -1.62091 -0.50469  0.1185
C13 -0.37054 -2.95190 -0.00046  -0.1998
C14 0.88789 -3.52361 -0.18619  -0.2028
C15 1.95212 -2.80531 -0.97788  -0.0174
C16 1.11834 -4.78478 0.33502  -0.0282
C17 0.12346 -5.45254 1.03009  -0.0490
C18 -1.12069 -4.86663 1.18456  -0.0265
C19 -1.39588 -3.60685 0.66676  -0.1960
C20 -2.78241 -3.02243 0.77990  -0.0125
H3 -3.73106 3.13321 -0.47929  0.0906
H4 -2.87968 1.75588 0.23517  0.0462
H5 -3.31763 1.72926 -1.46196  0.0894
H6 -2.43147 5.01177 -0.90225  0.1196
H7 -0.34541 6.09225 -1.67901  0.1137
H8 1.56282 4.69779 -2.39486  0.1226
H9 2.72724 2.34552 -1.89187  0.0876
H10 1.92494 2.19166 -3.44833  0.0934
H11 1.68185 0.96723 -2.19622  0.0614
H12 -1.35531 1.58389 -3.49595  0.0980
H13 -2.23547 0.05652 -3.73625  0.1066
H14 -0.52686 0.15778 -4.14027  0.1120
H15 -2.29348 -2.35245 -2.95181  0.1107
H16 -1.05588 -3.42708 -2.27443  0.0989
H17 -0.65740 -2.30580 -3.59979  0.1042
H18 1.93771 -1.73314 -0.78940  0.0448
H19 1.80373 -2.94719 -2.05419  0.0911
H20 2.94088 -3.18943 -0.73323  0.0917
H21 2.08858 -5.24711 0.19698  0.1190
H22 0.31825 -6.43338 1.44466  0.1129
H23 -1.90537 -5.38661 1.72092  0.1209
H24 -3.28760 -3.41725 1.65979  0.0895
H25 -3.38283 -3.30293 -0.09214  0.0906
H26 -2.76792 -1.93599 0.84808  0.0433
C21 3.53633 3.47470 2.07780  0.0175
N3 3.03525 2.22733 1.50809  -0.0846
C22 3.67113 1.00347 1.52723  -0.0187
C23 2.80643 0.12051 0.97962  -0.0898
N4 1.65781 0.79359 0.60687  0.0178
C24 1.83019 2.05859 0.96008  -0.1366
H27 4.61727 3.50830 1.97970  0.0970
H28 3.26638 3.54322 3.12898  0.1036
H29 3.10440 4.31623 1.54332  0.0959
H30 4.65654 0.86217 1.93850  0.1332
H31 2.92644 -0.93848 0.84377  0.1045
H32 1.10903 2.85048 0.84926  0.1413

Forces on the atoms, in the same order (eV/Å):
-0.40 0.95 1.03
0.05 0.02 0.16
0.35 -0.06 -0.48
-0.12 -0.01 0.10
0.04 -0.52 0.85
-0.23 0.40 -0.13
-0.29 -0.68 0.59
0.00 0.03 -0.21
0.27 -0.22 -0.70
0.48 -0.16 -0.52
-0.05 0.04 -0.13
0.11 0.09 0.02
0.12 0.03 -0.01
-0.22 -0.12 0.08
-0.05 0.04 0.03
-0.06 0.04 0.02
0.09 0.02 0.00
0.13 -0.23 -0.05
-0.10 0.11 0.05
0.30 0.05 -0.15
-0.46 1.52 1.14
-0.12 -0.80 -1.12
-0.08 -0.17 -0.19
-0.71 -0.10 -1.22
-0.05 0.06 -0.19
1.06 0.63 1.33
0.19 -0.13 0.12
0.18 0.21 -0.18
-0.12 -0.10 0.00
0.09 -0.09 0.03
-0.08 -0.01 0.02
-0.01 -0.09 0.04
-0.38 0.12 0.01
0.10 0.00 -0.09
0.03 0.00 0.00
-0.02 0.04 -0.08
0.00 0.05 0.04
0.04 -0.01 -0.01
-0.02 -0.04 -0.02
-0.03 -0.03 0.03
-0.02 -0.01 0.00
-0.01 -0.01 0.03
0.03 -0.03 0.02
-0.02 0.02 -0.01
0.05 0.00 0.02
-0.03 0.00 0.03
0.03 0.01 -0.01
0.00 0.00 -0.03
-0.03 0.00 0.02
0.05 0.02 -0.03
0.02 -0.01 0.04
0.00 0.01 -0.01
-0.01 0.03 0.01
-0.01 0.03 0.00
0.03 -0.01 -0.02
0.00 -0.01 0.01
0.02 -0.03 0.03
-0.01 -0.20 0.02
-0.06 -0.07 0.02
0.12 0.14 -0.03
0.00 0.06 0.02
-0.08 0.03 -0.19
-0.14 -0.80 -0.13
0.13 -0.03 -0.10
0.02 -0.02 -0.04
0.00 -0.04 0.03
-0.01 -0.01 -0.04
-0.07 0.08 -0.01
-0.06 0.04 0.08
0.04 -0.04 0.05


C11H8F2N2O3S in the gas phase in a non-equilibrium geometry, computed with ωB97M-V/def2-TZVPD.

## Properties
SMILES = O=c1ccc(S(=O)(=O)Cc2cccc(F)c2F)n[nH]1

Last column: Löwdin charge in e.
CARTESIAN COORDINATES (ANGSTROEM)
O1 0.40075 -1.33936 -4.11719  0.0509
C1 0.83259 -1.33273 -2.97306  -0.4640
C2 0.26816 -2.25161 -2.02212  0.0408
C3 0.60693 -2.10854 -0.68825  0.0105
C4 1.52352 -1.00988 -0.32727  -0.2990
S1 1.81976 -0.75504 1.46417  0.7428
O2 1.11966 -1.77440 2.26939  -0.3278
O3 3.26737 -0.79978 1.77504  -0.3325
C5 1.14519 0.88036 1.82062  -0.1720
C6 -0.24975 1.02359 1.26885  -0.1901
C7 -1.35297 0.50482 1.96611  -0.0447
C8 -2.66536 0.67307 1.54223  -0.0588
C9 -2.90430 1.39817 0.35879  0.0074
C10 -1.82799 1.92373 -0.35852  -0.1967
F1 -2.06595 2.66353 -1.45860  0.0837
C11 -0.49635 1.70880 0.04134  -0.1252
F2 0.55648 2.14490 -0.71697  0.0682
N1 2.09330 -0.21032 -1.21512  0.1075
N2 1.74472 -0.36962 -2.52093  0.1050
H1 -0.37538 -3.03839 -2.37823  0.1227
H2 0.21432 -2.74310 0.10451  0.1100
H3 1.11487 1.01713 2.90660  0.1257
H4 1.81662 1.61688 1.37455  0.1140
H5 -1.22722 -0.04041 2.88074  0.1140
H6 -3.49509 0.30877 2.18140  0.1217
H7 -3.91306 1.59956 0.03370  0.1181
H8 2.04921 0.30984 -3.21179  0.1677

Forces on the atoms, in the same order (eV/Å):
0.94 0.49 -0.07
-1.31 0.28 -1.27
1.43 0.14 3.20
0.07 0.65 -1.29
-0.31 -0.12 -1.52
3.07 -2.08 2.61
-0.45 1.55 -1.97
-2.19 1.03 -1.36
-0.42 0.22 -0.62
-0.72 0.38 -1.03
-0.17 0.25 -0.27
-0.07 0.54 -0.50
0.57 -0.12 0.66
0.33 -0.19 0.07
0.14 -0.29 0.23
0.02 -0.56 0.89
-1.20 -0.13 0.74
-0.98 -0.63 0.62
-0.46 -1.20 1.46
-0.10 0.08 -0.12
0.09 0.18 -0.18
0.31 -0.40 -0.18
0.07 -0.20 0.03
0.49 -0.12 0.32
0.63 0.22 -0.73
-0.01 0.06 -0.19
0.23 -0.02 0.47


A molecular structure, C2H5N5O in a non-equilibrium geometry, computed with ωB97M-V/def2-TZVPD.

Last column: Löwdin charge in e.
CARTESIAN COORDINATES (ANGSTROEM)
C1 -1.89184 0.38219 -2.46404  -0.2236
C2 0.36616 0.10154 0.03312  -0.3292
H1 -3.07489 1.07511 -1.87346  0.1493
H2 -2.43971 -0.26130 -3.50826  0.1098
H3 -0.71700 0.94145 -2.95687  0.1526
H4 -1.17548 -1.12606 -2.18558  0.0233
H5 -0.88913 -1.09573 1.38755  0.1651
N1 -1.25739 -0.50797 -1.44579  -0.1960
N2 0.07024 0.08034 -1.26547  0.0222
N3 -0.28255 -0.26025 1.24698  0.0554
N4 0.57028 -0.47471 2.20467  -0.0282
N5 1.59339 0.19505 2.02163  0.1116
O1 1.57407 0.54211 0.54850  -0.0123

Forces on the atoms, in the same order (eV/Å):
-1.75 2.07 -2.10
1.00 0.28 -1.14
4.11 -1.56 -2.05
1.69 1.72 3.53
-4.38 -0.68 1.28
1.47 -3.16 -0.74
-0.48 1.34 -1.65
-0.83 2.30 -0.07
0.47 -0.55 4.29
-3.22 -3.66 -1.96
2.65 3.11 2.17
0.38 -1.47 -1.58
-1.12 0.24 0.02


A molecular structure, C15H7Cl6NaO in a non-equilibrium geometry, computed with ωB97M-V/def2-TZVPD.

Last column: Löwdin charge in e.
CARTESIAN COORDINATES (ANGSTROEM)
Cl1 2.93496 0.20068 3.07600  0.7283
C1 1.38441 0.39775 2.17357  -1.0612
Cl2 1.67861 1.03775 0.51236  0.6830
C2 0.82900 -1.02497 1.99081  -0.5056
O1 1.53710 -1.88321 1.48728  0.0486
C3 -0.53261 -1.31572 2.48102  -0.6219
Cl3 -1.06320 -2.91277 2.24619  0.7658
C4 -1.31737 -0.36128 3.11187  -0.6762
Cl4 -2.89647 -0.75674 3.64006  0.7261
C5 -0.80519 0.97672 3.34265  -0.6933
Cl5 -1.79455 2.11395 4.15823  0.7063
C6 0.46877 1.33620 2.91923  -0.7790
Cl6 1.07619 2.88591 3.18954  0.7323
C7 3.21543 -4.52267 5.78420  -0.0626
Na1 3.09052 -3.35215 8.23394  0.6628
C8 4.08562 -3.45373 5.68446  -0.3565
C9 4.08534 -2.61904 4.49669  -0.1096
C10 3.06512 -2.31901 5.58435  -0.2926
C11 2.04005 -3.71245 5.64403  -0.0897
C12 0.68102 -3.40683 5.86773  -0.1006
C13 0.63702 -2.72608 7.07508  -0.1856
C14 1.32687 -1.45425 6.89928  -0.1250
C15 2.43163 -1.12436 6.09733  -0.0833
H1 3.37330 -5.53838 5.87295  0.0630
H2 5.14944 -3.11458 5.03199  0.1530
H3 3.65405 -2.72721 3.50404  0.0805
H4 0.06012 -3.13502 5.04438  0.0852
H5 0.42289 -3.18609 8.14202  0.1340
H6 1.53741 -1.39354 7.93928  0.0685
H7 3.05444 -0.30491 6.44075  0.1053

Forces on the atoms, in the same order (eV/Å):
-0.63 0.23 -0.45
0.15 0.00 0.22
-0.11 -0.11 0.51
1.01 -1.35 -0.45
-1.11 1.21 0.59
-0.98 1.31 0.78
-0.12 -0.17 -0.04
1.09 -1.67 -0.98
0.24 0.07 -0.04
2.31 0.88 -0.70
0.06 -0.07 -0.04
-1.95 -0.82 0.48
0.15 0.49 0.09
-6.55 0.58 -0.05
0.20 0.07 -0.86
2.22 0.21 2.66
0.46 3.27 -1.58
0.26 0.48 -2.00
2.98 -1.42 -0.31
1.32 -2.12 -1.31
-0.09 2.23 2.20
0.82 -3.57 3.14
0.69 -1.83 0.89
0.21 -2.06 -0.38
-0.58 1.39 0.19
0.10 -0.99 0.05
-0.97 -0.87 -0.52
-0.83 1.57 -2.23
-0.06 2.57 1.23
-0.26 0.52 -1.09


A molecular structure, C17H31F3O2P2Pb in a non-equilibrium geometry, computed with ωB97M-V/def2-TZVPD.

Last column: Löwdin charge in e.
CARTESIAN COORDINATES (ANGSTROEM)
P1 -2.81588 -4.28673 -3.10823  0.9259
P2 0.99326 -5.28427 -2.44222  0.7735
C1 -1.52818 -5.37479 -3.80160  -0.2786
C2 -0.60975 -6.07737 -2.76966  -0.3140
H1 -0.94032 -4.84491 -4.57084  0.0815
H2 -2.07968 -6.16206 -4.33731  0.0916
H3 -1.09209 -6.24022 -1.78368  0.0639
H4 -0.35667 -7.08467 -3.14386  0.0876
C3 1.98858 -5.61016 -3.94528  -0.1993
H5 2.93032 -5.04437 -3.92011  0.0603
H6 1.41309 -5.32165 -4.83526  0.0490
H7 2.22137 -6.68141 -4.00388  0.0410
C4 1.91972 -6.36116 -1.28005  -0.2074
H8 2.20866 -7.29176 -1.78588  0.0287
H9 1.33695 -6.60435 -0.38424  0.0394
H10 2.84389 -5.84998 -0.97268  0.0537
C5 -3.54710 -3.27319 -4.38525  -0.1806
H11 -4.04523 -2.39969 -3.93990  0.0660
H12 -4.29403 -3.88569 -4.91441  0.0584
H13 -2.78198 -2.94230 -5.10153  0.0603
C6 -4.09098 -5.43143 -2.52565  -0.1761
H14 -3.67092 -6.19156 -1.85493  0.0592
H15 -4.53160 -5.93364 -3.39612  0.0556
H16 -4.88372 -4.88317 -2.00060  0.0669
Pb1 -0.13518 1.00283 -0.74301  1.3603
C7 1.37117 -3.73118 -1.45036  -0.3371
C8 0.89843 -3.43455 -2.81304  -0.3742
C9 -0.27198 -2.52463 -3.12857  -0.2085
C10 -1.37488 -2.26743 -2.07261  -0.2242
C11 -2.19842 -3.50104 -1.61408  -0.4677
C12 -1.62206 -4.52322 -0.72911  -0.3206
C13 -0.55448 -4.33120 0.24018  -0.2739
C14 0.66091 -3.43882 -0.13953  -0.1901
C15 -1.41565 2.14243 0.64831  -0.3630
H17 2.45907 -3.63385 -1.33267  0.1086
H18 1.69305 -3.20298 -3.53853  0.1000
H19 -0.69793 -2.85696 -4.09247  0.0718
H20 0.17897 -1.53905 -3.36274  0.0968
H21 -0.96774 -1.71724 -1.20802  0.0215
H22 -2.06962 -1.56705 -2.57288  0.0944
H23 -3.11044 -3.10759 -1.12044  0.1012
H24 -2.32745 -5.31663 -0.46373  0.0642
H25 -0.20279 -5.33566 0.54731  0.0887
H26 -1.00515 -3.91238 1.16411  0.0911
H27 0.36741 -2.38155 -0.05752  0.0712
H28 1.40676 -3.58744 0.65792  0.1090
H29 -0.86267 2.34516 1.57470  -0.0046
H30 -2.30448 1.52386 0.85175  -0.0188
H31 -1.70174 3.07749 0.14442  -0.0160
F1 3.50119 3.74180 0.00592  0.1672
C16 2.51966 2.84270 -0.12892  -0.4816
F2 1.33047 3.55131 -0.32111  0.0518
F3 2.72438 2.16587 -1.32019  0.0634
C17 2.33094 1.84099 1.05294  -0.5475
O1 3.05933 1.94178 2.01897  0.1155
O2 1.37765 0.96765 0.87359  -0.2554

Forces on the atoms, in the same order (eV/Å):
0.80 -1.49 1.04
0.92 3.39 0.69
0.20 -0.37 -0.30
-0.08 -1.36 0.39
-0.20 -0.12 0.40
0.04 0.18 0.04
0.30 0.29 -0.93
0.17 0.13 -0.38
0.33 -0.81 -0.16
-0.28 -0.15 0.01
0.19 0.03 0.27
0.11 0.17 -0.13
0.05 -2.07 -0.23
0.07 -0.27 0.40
0.09 0.12 -0.14
-0.44 -0.02 -0.23
-0.39 0.06 -0.63
0.15 -0.26 -0.11
0.17 0.34 0.04
-0.25 -0.03 0.28
-0.36 -0.10 -0.35
0.01 0.36 -0.21
0.02 0.04 0.18
0.20 -0.07 -0.07
0.36 -0.19 -0.22
0.79 -1.50 1.57
-2.06 0.02 -2.82
0.59 0.87 0.19
-0.03 -0.05 -0.62
-0.02 1.32 1.33
-0.49 -0.51 -1.78
0.37 0.51 0.97
-0.10 -0.25 0.56
-0.36 0.06 0.19
-0.21 0.27 0.02
-0.07 0.13 0.43
-0.15 0.28 0.33
-0.44 -0.01 0.08
-0.20 -0.45 -0.31
0.05 -0.14 0.28
-0.62 0.69 -0.51
-0.02 0.30 0.18
0.18 0.33 -0.02
0.62 0.19 0.38
0.15 -0.09 0.04
-0.20 0.13 -0.18
-0.24 -0.03 -0.29
0.13 0.41 0.05
-0.10 -0.21 0.28
-0.89 -0.90 0.01
-0.08 0.51 -1.02
0.89 -0.63 0.07
-0.15 0.64 1.09
0.18 -0.66 0.93
-0.52 0.08 -0.89
0.84 0.89 -0.22


C3H5N3O in the gas phase in a non-equilibrium geometry, computed with ωB97M-V/def2-TZVPD.

Last column: Löwdin charge in e.
CARTESIAN COORDINATES (ANGSTROEM)
O1 -2.68630 0.82528 -0.15939  -0.0425
C1 -1.69606 -0.09174 0.19592  -0.2168
C2 -0.20729 0.25345 -0.04444  -0.3479
N1 0.41310 1.21143 -0.57848  0.2418
N2 2.32692 0.54646 -0.10642  0.1141
C3 1.86007 -0.61793 0.33042  -0.3851
N3 0.62070 -0.92039 0.50859  0.0742
H1 -2.52724 1.12353 -1.06203  0.0939
H2 -1.82999 -1.07630 -0.28333  0.1251
H3 -1.78591 -0.25582 1.27531  0.1269
H4 3.13196 0.52085 -0.75496  0.0887
H5 2.38003 -1.51883 0.67881  0.1275

Forces on the atoms, in the same order (eV/Å):
0.38 0.24 -0.25
0.48 -0.02 0.07
2.06 -1.58 0.71
1.16 -1.11 0.72
-2.05 0.02 -0.65
-0.64 -0.78 0.37
-1.86 2.06 -0.82
-0.11 -0.01 0.02
0.11 0.28 0.03
0.11 0.03 -0.21
-0.75 0.24 0.31
1.12 0.63 -0.30


Calculated energy relative to the best compared isomer or geometry (same formula, charge and spin), 0.000 0.000 7.986 1.931 5.308 4.514 eV (same order as the records).
Calculated E, -3745.0533 -1357.0586 -427.9297 -3573.9062 -1991.7255 -356.6915 Ha (same order as the records).